The following is a quantum chemistry calculation of C5H9N3O in the gas phase in a non-equilibrium geometry, from the OMol25 dataset.

## Properties
E_HOMO (eV): -8.72
Relative energy (zero: lowest compared OMol25 entry of this formula, charge and spin) (kcal per mole): 62.48
E (eV): -11846.699
Charge: 0
Orbital gap (eV): 9.572

```
18
Properties=species:S:1:pos:R:3:nbo_charge:R:1
C -2.7381 0.5588 -0.2549 -0.6043
C -1.4815 0.8619 -0.0740 0.4193
N -0.4053 1.4211 0.1362 -0.4515
C 0.7440 0.5973 0.4353 0.3187
N 1.7522 0.8430 -0.5360 -0.8757
N 1.2042 0.7684 1.7594 -0.8626
C 0.1465 -0.9960 0.2214 0.5786
C 0.2674 -1.6055 -1.1476 -0.7305
O -0.1507 -1.6194 1.2106 -0.5503
H -3.1085 0.2618 -1.2202 0.2427
H -3.4381 0.6266 0.5611 0.2497
H 2.6138 0.3543 -0.3307 0.3867
H 1.7128 1.7789 -0.9176 0.3942
H 1.2623 -0.0634 2.3343 0.3905
H 0.6686 1.4419 2.2948 0.3772
H -0.1060 -2.6278 -1.1450 0.2329
H 1.3126 -1.6161 -1.4544 0.2485
H -0.2561 -0.9857 -1.8729 0.2360
```